--- a ---
# C5H7I

One molecule with the formula C5H7I (the ωB97M-V functional and the def2-TZVPD basis, the OMol25 dataset).

Geometry (Å):
H  0.84  1.52  1.04
H  0.22  -1.93  0.70
H  -1.11  -0.54  -1.51
H  -2.22  -1.30  -0.16
C  -1.29  -0.73  -0.41
C  -0.03  -1.03  0.33
C  0.27  1.16  0.23
C  1.16  0.12  -0.49
H  -1.45  0.44  1.48
C  -0.74  0.17  0.72
H  1.25  0.15  -1.64
I  3.25  -0.05  0.00
H  -0.15  2.01  -0.30

- multiplicity = 1
- SMILES = I[C@@H]1C[C@H]2C[C@H]21
- HOMO-LUMO gap (eV) = 9.7
- E_LUMO (eV) = 0.59
- net charge = 0
- E_HOMO (Ha) = -0.335

Here are the Mulliken charges for atoms 1 to 4, given in e: number 1, H, carries 0.339; number 2, H, carries 0.481; number 3, H, carries 0.177; number 4, H, carries 0.249

--- b ---
# C5H7I

One molecule with the formula C5H7I (the ωB97M-V functional and the def2-TZVPD basis, the OMol25 dataset).

Geometry (Å):
C  1.67  0.76  -0.12
H  -1.71  1.62  -1.15
H  -0.31  -1.46  0.38
C  -1.44  0.73  -0.50
H  0.18  -0.69  2.12
H  2.11  1.61  -0.72
C  1.62  -0.41  0.45
I  -0.54  2.21  2.03
H  -2.40  0.36  -0.20
H  -0.99  -0.06  -1.23
C  -0.47  0.75  0.53
C  0.09  -0.58  0.96
H  2.49  -1.01  0.76

- multiplicity = 1
- HOMO-LUMO gap (spin up / spin down) (eV) = 8.0 / 8.1
- E_LUMO (spin up / spin down) (eV) = 0.45 / 0.43
- net charge = 0
- E_HOMO (spin up / spin down) (Ha) = -0.279 / -0.280

Here are the Mulliken charges for atoms 1 to 4, given in e: number 1, C, carries -0.390; number 2, H, carries 0.318; number 3, H, carries 0.303; number 4, C, carries -1.215

Of the structures shown above, b is the least stable.